{
  "formula": "C28H36As2PtSi",
  "method": "ωB97M-V/def2-TZVPD",
  "species": ["C", "C", "C", "H", "C", "C", "H", "H", "H", "H", "Pt", "C", "H", "H", "H", "Si", "C", "C", "H", "C", "H", "C", "H", "C", "H", "C", "H", "C", "C", "H", "C", "H", "C", "H", "C", "H", "C", "H", "H", "H", "C", "As", "C", "C", "C", "C", "C", "C", "C", "As", "C", "C", "H", "H", "H", "H", "H", "H", "H", "H", "H", "H", "H", "H", "H", "H", "H", "H"],
  "coordinates": [[0.321, -1.188, -2.388], [1.563, -0.488, -2.013], [2.277, -1.387, -1.112], [1.927, 0.435, -2.442], [1.580, -2.628, -1.081], [0.398, -2.517, -1.840], [-0.255, -3.335, -2.121], [-0.388, -0.830, -3.131], [3.266, -1.182, -0.712], [1.969, -3.556, -0.674], [0.301, -0.227, -0.295], [0.706, 4.359, 1.652], [1.300, 3.483, 1.951], [1.290, 5.243, 1.945], [0.557, 4.442, 0.570], [0.213, 2.020, 0.177], [-0.674, 2.850, -1.258], [-0.412, 2.534, -2.600], [0.282, 1.724, -2.855], [-1.043, 3.248, -3.632], [-0.818, 3.011, -4.674], [-1.949, 4.274, -3.316], [-2.409, 4.855, -4.117], [-2.248, 4.557, -1.977], [-2.944, 5.359, -1.729], [-1.636, 3.825, -0.954], [-1.889, 4.016, 0.087], [2.078, 2.395, -0.060], [2.507, 3.360, -0.990], [1.768, 3.922, -1.575], [3.873, 3.599, -1.193], [4.188, 4.376, -1.903], [4.825, 2.844, -0.495], [5.890, 3.010, -0.672], [4.416, 1.871, 0.423], [5.150, 1.270, 0.970], [3.047, 1.655, 0.637], [2.729, 0.865, 1.322], [-0.473, 2.211, 1.489], [-0.281, 4.315, 2.143], [-4.349, -3.210, -0.750], [-2.716, -2.112, -0.533], [-3.480, -1.105, 0.968], [-1.685, -3.503, 0.466], [-1.869, -4.837, 0.074], [-1.189, -5.857, 0.750], [-0.355, -5.561, 1.833], [-0.150, -4.234, 2.213], [-0.759, -3.196, 1.492], [-0.051, -1.351, 1.721], [1.712, -1.731, 2.461], [-0.946, -0.427, 3.206], [-5.183, -2.512, -0.875], [-4.476, -3.826, 0.140], [-4.219, -3.829, -1.642], [-4.571, -1.146, 0.848], [-3.163, -1.566, 1.909], [-3.118, -0.071, 0.885], [-2.540, -5.082, -0.748], [-1.322, -6.893, 0.421], [0.145, -6.369, 2.373], [0.491, -4.001, 3.056], [2.228, -2.428, 1.788], [2.246, -0.778, 2.521], [1.584, -2.170, 3.457], [-1.905, -0.024, 2.868], [-1.090, -1.148, 4.019], [-0.273, 0.376, 3.523]],
  "forces_ev_per_a": [[1.2, -0.3, 0.1], [-0.4, -1.4, 0.0], [-0.4, 0.9, -0.7], [0.1, -0.1, 0.1], [0.1, -0.5, -0.5], [0.3, 0.6, -0.8], [0.0, 0.1, 0.3], [0.1, -0.1, 0.3], [-0.3, 0.0, 0.1], [-0.2, 0.2, 0.2], [0.0, -0.2, -1.5], [0.1, 0.7, 0.7], [-0.3, 0.5, -0.2], [-0.4, -0.1, 0.1], [0.1, -0.2, 0.3], [0.1, 1.4, -0.1], [-0.4, -0.3, 0.5], [-0.3, 0.3, -0.6], [-0.2, 0.5, 0.1], [0.1, -0.1, 0.5], [-0.1, 0.1, 0.3], [0.3, -0.3, 0.1], [0.1, -0.2, 0.3], [0.1, -0.2, 0.1], [0.1, -0.3, -0.1], [-0.2, 0.2, -0.5], [0.0, 0.1, -0.2], [-0.2, -0.5, -0.1], [0.3, 0.0, -0.4], [0.4, -0.2, 0.3], [-0.4, -0.1, 0.0], [-0.1, -0.4, 0.4], [0.0, -0.1, 0.1], [-0.4, 0.0, 0.1], [-0.4, 0.0, 0.0], [-0.2, 0.3, -0.2], [0.6, -0.2, -0.2], [0.1, 0.3, -0.1], [0.2, 0.1, -0.4], [0.6, 0.3, 0.0], [0.1, 0.2, -1.4], [-0.5, -1.8, 2.7], [0.3, 1.0, -0.4], [0.7, 0.4, -0.3], [0.3, 0.0, 0.2], [-0.2, 0.0, -0.1], [-0.2, -0.1, -0.2], [-0.5, 0.3, -0.4], [-0.1, 0.1, 0.0], [-0.3, -0.9, 1.4], [-0.4, -0.1, 0.1], [0.1, -0.5, -0.2], [0.2, -0.3, -0.1], [0.2, 0.2, 0.0], [-0.4, 0.0, 0.2], [0.4, 0.1, 0.1], [-0.1, 0.1, -0.4], [-0.3, -0.2, 0.3], [0.2, -0.1, 0.2], [0.0, 0.4, 0.2], [-0.1, 0.3, -0.2], [0.0, -0.1, -0.1], [-0.1, 0.2, 0.3], [0.0, -0.3, 0.1], [0.3, 0.2, -0.2], [0.3, 0.0, 0.2], [0.0, 0.3, -0.1], [-0.2, -0.1, -0.1]],
  "lowdin_spin": [0.211, 0.188, 0.229, 0.010, 0.324, 0.279, 0.008, 0.009, 0.007, 0.010, 0.870, 0.009, 0.002, 0.002, 0.002, 0.268, 0.084, 0.039, 0.003, -0.003, -0.001, 0.035, 0.002, 0.007, 0.000, 0.027, 0.001, 0.104, 0.033, 0.001, 0.009, 0.000, 0.046, 0.002, -0.002, -0.001, 0.045, 0.003, 0.020, 0.001, 0.106, 0.491, 0.079, 0.077, 0.039, 0.003, 0.051, 0.015, 0.083, 0.119, 0.009, 0.009, 0.000, 0.015, 0.000, 0.004, 0.008, 0.004, 0.002, 0.000, 0.003, 0.001, 0.001, 0.000, 0.002, 0.000, 0.002, 0.000],
  "total_charge": 2,
  "homo_energy_ev": [-11.671, -13.949],
  "multiplicity": 5,
  "gap_ha": [0.2326, 0.1466],
  "e_above_lowest_kj_mol": 18.2
}